1.
The following is a DFT calculation (ωB97M-V/def2-TZVPD) of a structure of composition C25H13CaCl3F9N3O2.

Structure (XYZ):
```
56
C25H13CaCl3F9N3O2 | OMol25 | ωB97M-V/def2-TZVPD
Ca 0.43 -0.67 -0.23
C 1.59 2.46 -3.59
C 0.87 3.60 -3.28
C 0.05 3.60 -2.16
C -0.02 2.45 -1.39
N 0.68 1.35 -1.68
C 1.47 1.36 -2.76
C -0.88 2.38 -0.17
C -1.97 3.21 0.03
C -2.73 3.05 1.17
C -2.38 2.08 2.09
C -1.27 1.29 1.83
N -0.54 1.45 0.73
C -0.83 0.21 2.76
C -1.16 0.22 4.11
C -0.71 -0.81 4.92
C 0.07 -1.81 4.37
C 0.36 -1.74 3.02
N -0.07 -0.76 2.23
H 2.24 2.42 -4.45
H 0.94 4.48 -3.90
H -0.51 4.48 -1.89
H 2.02 0.45 -2.95
H -2.25 3.93 -0.72
H -3.61 3.66 1.33
H -2.99 1.91 2.97
H -1.75 1.03 4.52
H -0.96 -0.82 5.97
H 0.44 -2.63 4.96
H 0.97 -2.50 2.54
Cl 8.02 -1.49 0.19
C 6.30 -1.60 -0.05
C 5.47 -0.63 0.47
C 4.11 -0.74 0.27
Cl 3.04 0.49 0.92
C 3.49 -1.80 -0.44
O 2.22 -1.87 -0.62
C 4.40 -2.76 -0.94
Cl 3.75 -4.09 -1.84
C 5.77 -2.67 -0.76
H 5.87 0.21 1.02
H 6.42 -3.43 -1.16
F -4.97 -1.87 -0.07
C -3.64 -1.84 0.10
F -3.40 -1.11 1.21
F -3.23 -3.08 0.36
C -2.87 -1.24 -1.12
O -1.64 -0.91 -0.76
C -2.86 -2.31 -2.27
F -1.94 -3.24 -2.03
F -2.54 -1.73 -3.44
F -4.04 -2.93 -2.43
C -3.64 0.02 -1.64
F -4.04 0.79 -0.60
F -4.73 -0.27 -2.36
F -2.85 0.78 -2.40
```

Results
Relative energy (zero: lowest compared OMol25 entry of this formula, charge and spin): 0.5 kcal per mole
Highest occupied orbital energy: -7.6 eV

---

2.
The following is a DFT calculation (ωB97M-V/def2-TZVPD) of a cluster of 5 separate species, C5H22N2O4S in total in a non-equilibrium geometry.

Structure (XYZ):
```
34
C5H22N2O4S | OMol25 | ωB97M-V/def2-TZVPD
C 0.83 -3.38 -0.87
C 1.44 -2.12 -0.24
N 0.60 -1.47 0.77
C 0.92 -0.05 0.95
C 0.32 0.57 2.23
N 0.87 1.92 2.37
C -1.16 0.49 2.46
S -2.17 1.77 1.58
H -0.26 -3.28 -0.83
H 1.19 -3.55 -1.88
H 1.10 -4.23 -0.26
H 2.48 -2.29 0.13
H 1.66 -1.43 -1.03
H 0.54 -1.97 1.64
H 2.04 0.07 0.91
H 0.69 0.67 0.14
H 0.75 -0.01 3.11
H 0.79 2.63 1.67
H 1.80 1.93 2.77
H -1.58 -0.47 2.09
H -1.26 0.48 3.60
H -1.74 2.80 2.26
O -0.96 2.26 -3.17
H -0.81 1.51 -3.77
H -1.31 1.82 -2.38
O 0.69 2.92 -0.76
H 1.24 3.56 -1.22
H -0.02 2.72 -1.38
O -1.81 -0.82 -0.84
H -1.02 -1.29 -0.48
H -1.91 -0.01 -0.32
O -1.03 -0.33 -3.31
H -1.74 -0.93 -3.59
H -1.17 -0.48 -2.33
```

Results
Relative energy (zero: lowest compared OMol25 entry of this formula, charge and spin): 28.8 kcal per mole
Highest occupied orbital energy: -9.0 eV